A molecular structure, C31H55NO2PTm at a distorted geometry, computed with ωB97M-V with the def2-TZVPD basis set.

Cartesian coordinates (Å):
O -1.845 -3.221 -1.958
C -0.604 -3.988 -1.966
C 0.142 -3.035 -2.919
H -0.811 -4.990 -2.414
H -0.101 -4.062 -0.984
C -1.289 -2.319 -2.977
H 0.437 -3.596 -3.812
H 0.945 -2.354 -2.579
C -1.872 -2.523 -4.378
H -1.049 -2.601 -5.110
H -2.500 -1.678 -4.707
H -2.449 -3.460 -4.431
C -1.352 -0.873 -2.520
H -0.361 -0.412 -2.684
H -1.592 -0.801 -1.447
H -2.108 -0.306 -3.077
Tm -0.200 1.513 -1.193
C 1.047 3.794 0.629
C 2.016 2.770 0.493
C 2.169 2.461 -0.899
H 2.604 2.347 1.302
C 1.352 3.396 -1.603
C 0.622 4.171 -0.672
H -0.076 4.963 -0.947
H 0.717 4.243 1.568
H 2.830 1.710 -1.344
H 1.324 3.534 -2.669
C -2.001 2.019 0.620
C -1.813 3.273 0.012
C -2.130 3.166 -1.367
H -1.548 4.169 0.563
C -2.662 1.862 -1.592
C -2.598 1.146 -0.355
H -2.995 0.147 -0.144
H -1.734 1.767 1.648
H -2.064 3.955 -2.109
H -3.164 1.527 -2.504
O 0.139 1.602 -3.247
C -0.235 2.828 -4.116
C -0.370 2.349 -5.558
H 0.564 3.588 -4.073
H -1.159 3.254 -3.701
C 0.287 0.981 -5.624
H 0.153 3.046 -6.220
H -1.429 2.319 -5.836
C 0.910 0.672 -4.272
H 1.060 0.962 -6.394
H -0.467 0.236 -5.885
H 1.982 0.924 -4.226
H 0.761 -0.377 -4.005
C -0.845 -2.529 4.092
C -1.067 -1.735 2.776
C -1.239 -2.707 1.611
C -2.403 -0.982 2.884
P 0.347 -0.503 2.265
N 0.088 0.364 0.945
C 0.623 0.431 3.934
C 1.440 -0.380 4.959
C 1.350 1.732 3.630
C -0.670 0.820 4.664
C 2.009 -1.457 1.899
C 2.029 -1.936 0.444
C 3.161 -0.466 2.095
C 2.229 -2.674 2.793
H -1.667 -3.256 4.193
H -0.884 -1.904 4.991
H 0.085 -3.107 4.099
H -2.048 -3.410 1.868
H -1.543 -2.174 0.700
H -0.345 -3.301 1.390
H -3.216 -1.720 2.831
H -2.542 -0.446 3.825
H -2.513 -0.278 2.054
H 2.482 -0.531 4.671
H 1.441 0.205 5.891
H 0.983 -1.346 5.193
H 0.803 2.315 2.884
H 1.413 2.316 4.559
H 2.370 1.577 3.275
H -1.335 1.432 4.043
H -1.205 -0.045 5.068
H -0.374 1.425 5.535
H 1.752 -1.122 -0.234
H 3.055 -2.249 0.198
H 1.366 -2.788 0.252
H 3.324 -0.214 3.147
H 4.089 -0.936 1.739
H 3.006 0.449 1.515
H 2.244 -2.425 3.857
H 1.495 -3.466 2.607
H 3.221 -3.079 2.542

Output
Multiplicity: 3
Largest force on an atom (Eh/bohr): 0.1317
E_LUMO (alpha / beta) (hartree): 0.002 / 0.002
Highest occupied orbital energy (alpha / beta) (eV): -6.115 / -6.125
Frontier orbital gap (alpha / beta) (eV): 6.16 / 6.17

Mulliken population analysis, charges in e, atoms 1 to 8: atom 1 (O): -0.596, atom 2 (C): -0.404, atom 3 (C): -0.855, atom 4 (H): 0.343, atom 5 (H): 0.055, atom 6 (C): 2.409, atom 7 (H): 0.395, atom 8 (H): 0.131


2 unconnected molecules or ions with the total composition C6H13O2 at a distorted geometry, computed with ωB97M-V with the def2-TZVPD basis set.

Cartesian coordinates (Å):
C 1.839 -0.531 0.940
C 0.893 0.219 1.861
C 1.113 -1.698 0.253
H 2.286 0.098 0.173
H 2.674 -0.942 1.528
H 0.410 -0.420 2.578
H 0.105 0.750 1.331
H 0.522 -2.271 0.964
H 0.425 -1.238 -0.443
H 1.443 1.032 2.342
H 1.796 -2.373 -0.265
C -1.537 1.304 -1.179
C -2.194 0.026 -0.650
C -0.055 1.104 -1.636
O 0.810 1.802 -1.069
O 0.069 0.307 -2.593
H -1.972 1.687 -2.104
H -1.515 2.089 -0.431
H -2.343 0.068 0.425
H -1.602 -0.845 -0.905
H -3.166 -0.170 -1.121

Output
Largest force on an atom (Eh/bohr): 0.0261
Charge: -1
E_LUMO (hartree): 0.149
Highest occupied orbital energy (eV): -3.974
Frontier orbital gap (eV): 8.02

Mulliken population analysis, charges in e, atoms 1 to 8: atom 1 (C): -0.269, atom 2 (C): -0.961, atom 3 (C): -0.840, atom 4 (H): 0.259, atom 5 (H): 0.364, atom 6 (H): 0.396, atom 7 (H): 0.078, atom 8 (H): 0.320


A gas-phase ion, C6H8N (charge +1) at a distorted geometry, computed with ωB97M-V with the def2-TZVPD basis set.

Cartesian coordinates (Å):
C 3.473 -0.625 -0.025
C 2.430 -0.054 -0.033
C -0.964 1.284 0.125
C 0.480 1.313 0.036
C -1.725 0.096 -0.070
C -1.069 -1.254 0.144
N 1.216 0.275 0.086
H 4.506 -0.740 0.254
H -1.551 2.144 0.034
H 0.744 2.298 -0.306
H -2.646 0.055 0.516
H -2.097 0.074 -1.208
H -1.738 -2.064 -0.199
H -0.107 -1.137 -0.477
H -0.953 -1.668 1.125

Output
Largest force on an atom (Eh/bohr): 0.0711
Charge: +1
E_LUMO (hartree): -0.285
Highest occupied orbital energy (eV): -14.021
Frontier orbital gap (eV): 6.28

Mulliken population analysis, charges in e, atoms 1 to 8: atom 1 (C): -0.438, atom 2 (C): 0.339, atom 3 (C): -0.153, atom 4 (C): 0.118, atom 5 (C): -0.322, atom 6 (C): -1.041, atom 7 (N): -0.278, atom 8 (H): 0.365


2 unconnected molecules or ions with the total composition C3H10S2 at a distorted geometry, computed with ωB97M-V with the def2-TZVPD basis set.

Cartesian coordinates (Å):
C -0.324 2.853 0.162
S -1.802 1.911 0.607
C -1.226 1.220 2.170
H 0.445 2.210 -0.275
H 0.124 3.271 1.060
H -0.640 3.546 -0.611
H -0.301 0.681 1.982
H -1.112 1.983 2.937
H -1.931 0.537 2.573
C 2.134 -3.647 -1.177
S 1.195 -2.072 -1.198
H 3.142 -3.436 -0.837
H 1.605 -4.375 -0.573
H 2.165 -3.979 -2.196
H 2.202 -1.198 -1.099

Output
SMILES: CSC.CS
Largest force on an atom (Eh/bohr): 0.0214
E_LUMO (hartree): 0.034
Highest occupied orbital energy (eV): -8.368
Frontier orbital gap (eV): 9.29

Mulliken population analysis, charges in e, atoms 1 to 8: atom 1 (C): -0.740, atom 2 (S): -0.058, atom 3 (C): -0.868, atom 4 (H): 0.235, atom 5 (H): 0.258, atom 6 (H): 0.282, atom 7 (H): 0.268, atom 8 (H): 0.301


Q: Which value of largest force on an atom does entry 2 give?
A: 0.0261 Eh/bohr


Q: Number 1 is which compound?
A: C31H55NO2PTm


Q: Among the records above, which one has the highest largest force on an atom?
A: C31H55NO2PTm


Repeat the fourth record exactly.
2 unconnected molecules or ions with the total composition C3H10S2 at a distorted geometry, computed with ωB97M-V with the def2-TZVPD basis set.

Cartesian coordinates (Å):
C -0.324 2.853 0.162
S -1.802 1.911 0.607
C -1.226 1.220 2.170
H 0.445 2.210 -0.275
H 0.124 3.271 1.060
H -0.640 3.546 -0.611
H -0.301 0.681 1.982
H -1.112 1.983 2.937
H -1.931 0.537 2.573
C 2.134 -3.647 -1.177
S 1.195 -2.072 -1.198
H 3.142 -3.436 -0.837
H 1.605 -4.375 -0.573
H 2.165 -3.979 -2.196
H 2.202 -1.198 -1.099

Output
SMILES: CSC.CS
Largest force on an atom (Eh/bohr): 0.0214
E_LUMO (hartree): 0.034
Highest occupied orbital energy (eV): -8.368
Frontier orbital gap (eV): 9.29

Mulliken population analysis, charges in e, atoms 1 to 8: atom 1 (C): -0.740, atom 2 (S): -0.058, atom 3 (C): -0.868, atom 4 (H): 0.235, atom 5 (H): 0.258, atom 6 (H): 0.282, atom 7 (H): 0.268, atom 8 (H): 0.301